Record 1
100
Properties=species:S:1:pos:R:3:mulliken_charge:R:1 method="wB97M-V/def2-TZVPD" total_charge=+1 molar_mass_g_mol=705.2 e_tot_ev=-65802.38181 homo_energy_ev="-9.4 / -9.4" spin_multiplicity=3 fmax_ha_per_bohr=0.08558 homo_lumo_gap_ev="5.62 / 4.95" s_squared=2.0232
C -2.421 1.567 -1.901 0.225
C -1.677 -0.644 -1.949 -0.292
C -3.446 1.264 -2.804 -0.688
C -2.813 -1.055 -2.677 -0.935
C -3.687 -0.067 -3.123 -0.967
H -4.058 2.084 -3.165 0.564
H -2.960 -2.116 -2.880 0.610
H -4.543 -0.334 -3.740 0.419
N -1.677 0.590 -1.399 0.745
P -1.058 3.152 0.039 1.456
P -0.245 -2.995 -0.420 -0.251
C -2.108 3.003 -1.479 -1.995
H -1.573 3.510 -2.298 0.611
H -3.060 3.541 -1.366 0.721
C -0.421 -1.461 -1.905 1.214
H -0.448 -2.149 -2.744 0.485
C 0.684 -4.411 -1.217 2.344
C -0.526 -3.337 1.443 2.185
C 0.494 4.153 -0.347 2.012
C -2.268 4.085 1.130 1.819
C 2.172 -4.031 -1.072 -1.921
H 2.493 -4.073 -0.023 0.297
H 2.782 -4.747 -1.641 0.488
H 2.366 -3.016 -1.444 0.381
C 0.422 -5.794 -0.586 -1.833
H 0.781 -5.900 0.439 0.311
H -0.643 -6.051 -0.622 0.415
H 0.970 -6.537 -1.184 0.510
C 0.279 -4.601 -2.694 -1.755
H 0.905 -5.403 -3.121 0.539
H -0.774 -4.916 -2.767 0.396
H 0.409 -3.726 -3.334 0.144
C 0.703 -3.929 2.149 -1.651
H 1.545 -3.224 2.101 0.233
H 0.447 -4.073 3.211 0.572
H 1.034 -4.899 1.766 0.047
C -0.831 -2.033 2.193 -1.590
H 0.029 -1.352 2.157 -0.308
H -1.718 -1.519 1.807 0.415
H -1.013 -2.269 3.255 0.602
C -1.767 -4.249 1.475 -1.673
H -1.566 -5.255 1.086 0.309
H -2.108 -4.345 2.515 0.495
H -2.584 -3.808 0.884 0.375
C -1.603 4.419 2.472 -1.681
H -2.343 4.966 3.076 0.547
H -1.315 3.524 3.032 0.176
H -0.728 5.072 2.356 0.276
C -3.475 3.159 1.366 -1.595
H -3.986 2.902 0.431 0.266
H -3.199 2.239 1.890 0.228
H -4.195 3.702 1.998 0.576
C -2.791 5.398 0.510 -1.526
H -3.645 5.722 1.124 0.553
H -2.049 6.202 0.534 0.358
H -3.152 5.288 -0.518 0.258
C 1.053 3.656 -1.687 -1.389
H 0.401 3.899 -2.535 0.366
H 2.030 4.134 -1.862 0.619
H 1.223 2.570 -1.654 -0.095
C 1.549 3.837 0.733 -1.847
H 1.734 2.753 0.804 0.218
H 2.494 4.313 0.438 0.541
H 1.274 4.209 1.727 0.347
C 0.259 5.666 -0.416 -1.965
H -0.523 5.932 -1.141 0.333
H 0.024 6.107 0.563 0.353
H 1.197 6.133 -0.757 0.503
Pd -0.088 1.000 0.308 -0.988
C -0.817 1.168 1.990 0.908
O -1.305 1.078 3.043 -0.508
N 1.140 0.215 -1.029 -0.924
C 0.744 -0.587 -1.923 -0.181
C 1.623 -0.495 -3.266 2.300
C 1.345 -1.582 -4.289 -2.123
C 1.246 0.788 -4.002 -1.723
C 3.086 -0.515 -2.836 -1.656
H 1.731 -2.554 -3.971 0.321
H 0.272 -1.642 -4.527 0.433
H 1.846 -1.325 -5.233 0.553
H 1.504 1.691 -3.445 0.198
H 1.763 0.827 -4.971 0.548
H 0.167 0.800 -4.211 0.329
H 3.745 -0.191 -3.653 0.444
H 3.210 0.135 -1.958 0.250
H 3.367 -1.532 -2.535 0.348
N 3.224 -0.399 2.410 -0.399
C 2.567 -0.628 3.582 0.558
C 2.747 -1.856 4.267 -0.513
C 1.934 -2.169 5.352 -0.458
C 0.977 -1.255 5.807 -0.766
C 0.861 0.000 5.193 -0.370
C 1.652 0.319 4.096 -0.400
H 3.960 -1.016 2.094 0.211
H 3.090 0.446 1.870 0.053
H 3.516 -2.549 3.909 0.404
H 2.052 -3.135 5.850 0.421
H 0.334 -1.506 6.647 0.392
H 0.159 0.738 5.583 0.404
H 1.592 1.302 3.615 0.430


Record 2
100
Properties=species:S:1:pos:R:3:mulliken_charge:R:1 method="wB97M-V/def2-TZVPD" total_charge=+3 molar_mass_g_mol=717.5 e_tot_ev=-68134.35696 de_lowest_kcal_mol=49.04 homo_energy_ev="-14.6 / -14.7" spin_multiplicity=1 fmax_ha_per_bohr=0.11983 homo_lumo_gap_ev="3.46 / 4.37"
C 2.073 -1.430 -1.123 0.096
C 1.433 0.617 -2.081 0.097
C 3.085 -1.520 -2.083 -0.757
C 2.167 0.348 -3.248 -1.062
C 3.112 -0.626 -3.149 -1.095
H 3.780 -2.341 -2.002 0.658
H 2.118 1.146 -4.023 0.555
H 3.809 -0.770 -3.981 0.520
N 1.259 -0.359 -1.106 1.200
P 0.268 -2.800 0.597 0.230
P 0.086 2.357 -0.393 1.180
C 1.974 -2.557 -0.097 -1.597
H 2.286 -3.509 -0.585 0.811
H 2.711 -2.395 0.721 0.742
C -2.528 -0.301 2.559 0.303
O -3.261 -0.636 3.351 -0.136
C 0.971 1.987 -1.915 -1.872
H 0.287 2.245 -2.730 0.746
C -1.722 3.311 -0.455 2.125
C 1.529 3.594 -0.130 1.265
C -0.581 -3.891 -0.692 1.986
C 0.560 -3.569 2.285 1.840
C -2.846 2.428 0.101 -1.705
H -2.749 2.225 1.174 0.250
H -3.817 2.944 -0.035 0.562
H -2.900 1.463 -0.413 0.279
C -1.680 4.579 0.409 -1.686
H -1.403 4.352 1.452 0.297
H -0.999 5.348 0.020 0.300
H -2.683 5.043 0.441 0.535
C -2.024 3.605 -1.911 -1.281
H -2.955 4.187 -1.982 0.588
H -1.228 4.152 -2.424 0.311
H -2.208 2.670 -2.445 -0.300
C 1.450 4.220 1.264 -1.482
H 1.145 3.472 2.020 0.282
H 2.459 4.581 1.518 0.492
H 0.772 5.088 1.293 0.322
C 2.840 2.812 -0.305 -1.509
H 2.891 1.965 0.390 0.171
H 2.966 2.454 -1.335 0.349
H 3.689 3.475 -0.123 0.703
C 1.394 4.624 -1.280 -1.154
H 1.331 4.101 -2.261 0.158
H 0.513 5.295 -1.190 0.322
H 2.304 5.251 -1.304 0.478
C -0.813 -3.933 2.875 -1.657
H -0.661 -4.329 3.889 0.529
H -1.470 -3.054 2.958 0.184
H -1.335 -4.701 2.290 0.320
C 1.243 -2.523 3.191 -1.701
H 2.254 -2.262 2.839 0.274
H 0.657 -1.599 3.286 0.222
H 1.350 -2.952 4.201 0.674
C 1.482 -4.793 2.205 -1.531
H 2.430 -4.566 1.701 0.299
H 1.720 -5.107 3.231 0.521
H 1.021 -5.648 1.703 0.369
C -0.186 -3.426 -2.109 -1.386
H 0.870 -3.641 -2.343 0.249
H -0.807 -3.967 -2.844 0.681
H -0.379 -2.352 -2.248 -0.095
C -2.089 -3.722 -0.507 -1.408
H -2.408 -2.694 -0.715 0.021
H -2.601 -4.395 -1.207 0.570
H -2.418 -3.991 0.502 0.298
C -0.181 -5.361 -0.530 -1.783
H 0.907 -5.513 -0.591 0.368
H -0.564 -5.795 0.400 0.387
H -0.635 -5.919 -1.363 0.518
Sn -0.389 -0.317 0.476 1.027
N -2.074 -0.592 -1.317 -0.384
C -2.375 -0.390 -2.466 -0.435
C -2.363 0.041 -3.928 2.203
C -1.530 1.221 -4.507 -1.707
C -1.775 -1.228 -4.558 -1.677
C -3.848 0.368 -4.079 -1.568
H -1.772 2.243 -4.210 0.436
H -0.437 1.130 -4.534 0.318
H -1.788 1.255 -5.573 0.617
H -2.189 -2.154 -4.116 0.397
H -1.955 -1.282 -5.631 0.506
H -0.680 -1.234 -4.422 0.279
H -4.112 0.700 -5.077 0.446
H -4.418 -0.549 -3.936 0.440
H -4.196 1.136 -3.349 0.269
N 2.098 0.808 2.772 0.202
C 1.560 1.044 4.007 0.419
C 2.292 0.710 5.165 -0.539
C 1.736 0.931 6.424 -0.685
C 0.451 1.487 6.541 -0.578
C -0.277 1.821 5.388 -0.988
C 0.262 1.584 4.128 0.429
H 3.027 0.437 2.664 0.245
H 1.647 1.151 1.931 -0.825
H 3.291 0.279 5.057 0.416
H 2.304 0.673 7.322 0.413
H 0.017 1.663 7.530 0.415
H -1.270 2.271 5.476 0.422
H -0.310 1.801 3.220 0.447


Record 3
105
Properties=species:S:1:pos:R:3:mulliken_charge:R:1 method="wB97M-V/def2-TZVPD" total_charge=+2 molar_mass_g_mol=791.7 e_tot_ev=-84950.23033 de_lowest_kcal_mol=3.83 homo_energy_ev=-13.6 spin_multiplicity=1 fmax_ha_per_bohr=0.05572 homo_lumo_gap_ev=8.37
Lu -18.313 5.691 -1.965 1.372
C -21.382 10.923 -2.169 -0.572
C -21.552 11.080 -3.549 -0.367
C -20.420 11.242 -4.376 -0.533
C -19.131 11.221 -3.831 -0.537
C -18.975 11.161 -2.472 -0.651
C -20.074 10.926 -1.650 -0.334
H -22.216 10.624 -1.584 0.500
H -22.571 11.115 -3.968 0.388
H -20.518 11.265 -5.457 0.564
H -18.286 11.277 -4.463 0.530
H -18.001 11.243 -2.022 0.775
H -19.923 10.770 -0.544 0.320
C -20.012 2.261 -5.499 -1.383
C -19.970 3.705 -5.072 0.008
C -20.467 4.854 -5.705 -1.034
C -20.260 5.889 -4.766 -0.510
N -19.611 5.428 -3.709 0.644
N -19.479 4.014 -3.878 0.417
B -18.584 3.113 -2.951 -0.285
N -18.788 3.491 -1.444 1.116
N -19.951 4.340 -1.108 -0.674
C -20.569 3.715 -0.132 -0.272
C -19.792 2.670 0.401 -1.072
C -18.680 2.539 -0.443 0.263
C -17.497 1.625 -0.265 -1.184
C -22.084 3.903 0.137 2.010
C -22.236 4.490 1.545 -1.740
C -22.827 2.545 0.047 -1.630
C -22.740 4.786 -0.939 -1.658
N -17.036 3.530 -3.182 0.743
N -16.621 4.933 -3.126 -0.019
C -15.556 5.038 -3.927 -0.181
C -15.239 3.801 -4.516 -1.181
C -16.130 2.913 -3.939 0.460
C -16.074 1.470 -4.025 -1.496
C -14.815 6.356 -4.135 2.469
C -15.729 7.510 -3.719 -1.071
C -13.514 6.286 -3.324 -1.610
C -14.371 6.522 -5.608 -1.761
C -20.861 7.245 -4.989 2.755
C -19.903 8.066 -5.845 -1.395
C -21.025 7.853 -3.584 -0.235
C -22.273 7.026 -5.765 -1.738
H -20.712 2.169 -6.359 0.436
H -20.435 1.605 -4.732 0.277
H -19.025 1.869 -5.804 0.209
H -21.051 4.954 -6.612 0.466
H -18.777 1.916 -3.187 -0.128
H -19.979 2.002 1.240 0.551
H -17.580 1.033 0.652 0.469
H -16.565 2.246 -0.353 0.215
H -17.373 1.002 -1.235 0.172
H -21.814 3.800 2.266 0.413
H -23.279 4.620 1.799 0.466
H -21.733 5.484 1.671 0.272
H -22.453 1.801 0.794 0.352
H -22.817 2.061 -0.939 0.346
H -23.859 2.672 0.283 0.480
H -22.290 5.771 -0.953 0.264
H -23.836 4.936 -0.774 0.466
H -22.592 4.305 -1.926 0.324
H -14.410 3.530 -5.159 0.487
H -15.532 1.185 -4.950 0.415
H -17.100 1.010 -4.016 0.264
H -15.523 0.924 -3.217 0.256
H -15.744 7.622 -2.628 -0.288
H -16.737 7.492 -4.180 -0.022
H -15.400 8.525 -4.076 0.543
H -13.650 6.208 -2.255 0.216
H -12.879 7.203 -3.426 0.408
H -12.900 5.433 -3.610 0.430
H -15.151 6.453 -6.333 0.405
H -13.618 5.730 -5.774 0.367
H -13.918 7.501 -5.755 0.462
H -18.977 8.228 -5.300 0.108
H -20.273 9.035 -6.161 0.327
H -19.593 7.468 -6.771 0.360
H -20.321 8.661 -3.358 -0.690
H -20.850 7.061 -2.859 -0.315
H -22.087 8.081 -3.457 0.481
H -22.028 6.739 -6.792 0.388
H -22.810 7.983 -5.718 0.476
H -22.880 6.211 -5.359 0.416
C -17.416 8.758 -0.597 -0.647
N -16.121 8.271 -0.109 0.524
C -15.009 9.300 0.113 -1.054
C -15.996 6.995 0.312 0.414
N -16.842 6.083 -0.211 -0.193
N -15.059 6.682 1.252 0.183
C -14.930 7.482 2.506 -1.272
C -14.702 5.308 1.422 -1.325
H -18.039 7.887 -0.857 -0.236
H -17.224 9.356 -1.470 0.152
H -17.949 9.350 0.185 0.481
H -15.065 10.016 -0.734 0.328
H -14.021 8.800 0.205 0.331
H -15.217 9.823 1.086 0.371
H -16.755 5.233 0.345 -0.293
H -15.275 6.840 3.333 0.419
H -15.505 8.370 2.539 0.449
H -13.863 7.716 2.672 0.350
H -15.583 4.709 1.611 0.577
H -13.998 5.199 2.240 0.427
H -14.289 4.881 0.500 0.262